Record 1
Molecular formula: C5H14N2
Method: DFT, ωB97M-V with the def2-TZVPD basis set

As for the energy: -308.39811 Eh. The lowest unoccupied orbital energy is 1.0 eV. Its charge is 0. The HOMO-LUMO gap is 9.6 eV. The calculation puts the energy relative to the best compared isomer or geometry (same formula, charge and spin) at 15.7 kcal/mol. For the max |F|, the calculation gives 0.96 eV Å⁻¹.

XYZ file:
```
21
C5H14N2, DFT ωB97M-V with the def2-TZVPD basis set
C 3.1484 -0.7043 0.0048
C 1.9772 0.2674 0.0612
N 0.7360 -0.4782 0.1258
C -0.9617 0.1130 -1.5789
C -0.5041 0.2884 -0.1408
C -1.5797 -0.1716 0.8404
N -2.8315 0.5879 0.6224
H 3.2686 -1.0560 -1.0146
H 2.9970 -1.5890 0.6178
H 4.0859 -0.2314 0.2828
H 2.0830 0.9780 0.8844
H 1.9389 0.8294 -0.8665
H 0.6367 -0.8943 1.0433
H -1.6860 0.9008 -1.8088
H -0.1220 0.2866 -2.2536
H -1.4247 -0.8568 -1.7694
H -0.2858 1.3434 0.0683
H -1.7093 -1.2429 0.6685
H -1.2716 -0.0573 1.8804
H -3.6294 -0.0267 0.7538
H -2.9283 1.2295 1.4077
```

***

Record 2
Molecular formula: C4H16N2O2
Method: DFT, ωB97M-V with the def2-TZVPD basis set

As for the energy: -421.97311 Eh. The lowest unoccupied orbital energy is 0.4 eV. Its charge is 0. The HOMO-LUMO gap is 9.0 eV. The calculation puts the energy relative to the best compared isomer or geometry (same formula, charge and spin) at 11.5 kcal/mol. For the max |F|, the calculation gives 1.27 eV Å⁻¹.

XYZ file:
```
24
C4H16N2O2, DFT ωB97M-V with the def2-TZVPD basis set
C -1.1076 0.3256 1.0614
C -1.0184 0.3061 -0.4772
C -2.4274 0.3469 -1.0821
N -0.2060 1.3690 -1.0229
C 1.2621 1.2440 -0.9054
N 1.9852 1.8616 -1.9689
H -1.7999 -0.4094 1.4788
H -1.5124 1.3054 1.3405
H -0.0808 0.3018 1.4367
H -0.5797 -0.6362 -0.7818
H -2.9338 -0.5923 -0.8387
H -2.3775 0.4729 -2.1650
H -2.9857 1.2392 -0.7884
H -0.5421 2.3018 -0.8416
H 1.4460 0.1733 -0.8912
H 1.6010 1.6757 0.0444
H 1.9857 1.3472 -2.8325
H 1.6928 2.8074 -2.1424
H -1.1727 -2.5888 1.0871
H -0.0725 -3.5886 0.6647
O -0.4144 -3.0883 1.4238
H 0.9547 -1.8031 2.1366
H 2.3970 -2.0945 2.0821
O 1.8059 -1.3394 2.2526
```

***

> Which of these has the highest energy?

C5H14N2

***

> Number 2 is which compound?

C4H16N2O2

***

> The lowest HOMO-LUMO gap belongs to which entry?

C4H16N2O2